1.
Entry from the OMol25 dataset: a 13-piece molecular cluster, C26H78O25 overall in a non-equilibrium geometry (ωB97M-V with the def2-TZVPD basis set).

Output
Kohn-Sham gap   10.03 eV
Energy relative to the best compared isomer or geometry (same formula, charge and spin)   0.000 eV
Maximum force   2.96 eV Å⁻¹
E_tot   -79408.960 eV

Positions of all 129 atoms, in Å:
C1 3.219 -9.515 20.013
C2 3.450 -8.355 21.040
O1 2.309 -8.234 21.834
H1 4.222 -9.805 19.734
H2 2.644 -9.218 19.162
H3 2.661 -10.357 20.404
H4 3.735 -7.470 20.502
H5 4.363 -8.682 21.574
H6 2.316 -7.340 22.247
C3 5.279 -4.297 19.600
C4 4.755 -3.483 20.745
O2 3.343 -3.520 20.642
O3 4.902 -3.639 18.371
H7 4.760 -5.284 19.610
H8 6.369 -4.490 19.619
H9 5.091 -2.466 20.908
H10 5.041 -4.100 21.658
H11 2.923 -3.410 21.535
H12 4.082 -4.062 18.074
C5 0.665 -0.565 22.086
C6 2.094 -1.130 22.190
O4 2.277 -2.417 22.851
O5 -0.164 -1.235 21.158
H13 0.776 0.479 21.684
H14 0.147 -0.451 23.042
H15 2.765 -0.416 22.719
H16 2.361 -1.187 21.132
H17 1.489 -2.698 23.381
H18 -0.267 -2.167 21.430
C7 -1.909 -4.877 26.347
C8 -0.943 -6.027 26.200
O6 0.459 -5.581 26.271
O7 -1.845 -3.985 25.302
H19 -1.618 -4.344 27.254
H20 -2.917 -5.214 26.594
H21 -0.986 -6.493 25.219
H22 -1.167 -6.811 26.863
H23 0.539 -5.281 27.180
H24 -2.737 -3.767 24.990
C9 -4.160 -2.462 19.235
C10 -2.693 -2.367 18.928
O8 -1.873 -3.419 19.464
O9 -4.800 -3.486 18.491
H25 -4.681 -1.559 18.989
H26 -4.425 -2.694 20.291
H27 -2.083 -1.578 19.401
H28 -2.617 -2.185 17.864
H29 -2.141 -4.266 19.147
H30 -4.250 -3.832 17.741
C11 -4.349 -6.916 17.852
C12 -2.971 -6.684 17.201
O10 -2.721 -5.300 17.116
O11 -4.408 -6.342 19.193
H31 -4.456 -8.007 17.788
H32 -5.177 -6.475 17.231
H33 -2.967 -7.157 16.212
H34 -2.239 -7.152 17.922
H35 -1.749 -5.231 17.159
H36 -4.771 -5.428 19.126
C13 1.823 -6.367 17.789
C14 0.607 -6.321 18.724
O12 -0.345 -5.352 18.478
O13 2.363 -5.052 17.719
H37 1.507 -6.826 16.830
H38 2.687 -6.886 18.152
H39 0.985 -6.214 19.762
H40 0.055 -7.276 18.667
H41 -0.174 -4.521 18.983
H42 1.697 -4.352 17.693
C15 4.035 -4.287 26.145
C16 3.740 -5.751 25.806
O14 2.838 -5.861 24.715
O15 4.811 -3.804 25.070
H43 4.645 -4.186 27.041
H44 3.061 -3.799 26.263
H45 3.193 -6.217 26.645
H46 4.624 -6.381 25.574
H47 1.970 -5.547 25.082
H48 4.315 -3.641 24.249
C17 -5.342 -5.768 23.598
C18 -5.100 -7.149 24.245
O16 -4.100 -7.945 23.629
O17 -4.217 -4.881 23.592
H49 -6.073 -5.287 24.309
H50 -5.772 -5.812 22.568
H51 -6.035 -7.687 24.265
H52 -4.829 -7.035 25.272
H53 -4.283 -8.102 22.654
H54 -3.584 -5.164 22.940
C19 -0.968 -9.611 24.974
C20 -1.351 -11.036 24.517
O18 -2.454 -10.952 23.488
O19 -2.101 -8.827 25.315
H55 -0.421 -9.035 24.227
H56 -0.344 -9.603 25.877
H57 -1.633 -11.560 25.444
H58 -0.475 -11.381 23.974
H59 -3.148 -10.728 24.116
H60 -2.609 -8.601 24.503
C21 1.354 -1.175 18.577
C22 2.666 -0.627 18.138
O20 3.747 -0.932 19.020
O21 1.326 -2.588 18.641
H61 0.614 -0.999 17.783
H62 1.126 -0.678 19.524
H63 2.653 0.427 18.049
H64 2.934 -0.978 17.128
H65 4.099 -1.787 18.724
H66 2.060 -2.806 19.236
C23 -4.148 -9.559 20.622
C24 -2.653 -9.425 20.661
O22 -2.037 -8.419 19.878
O23 -4.843 -8.447 21.083
H67 -4.338 -10.427 21.238
H68 -4.362 -9.869 19.595
H69 -2.208 -10.337 20.349
H70 -2.561 -9.258 21.789
H71 -2.585 -7.645 19.839
H72 -4.755 -7.764 20.400
C25 -1.192 -6.038 22.183
C26 0.095 -5.225 22.368
O24 -0.116 -3.880 22.940
O25 -2.164 -5.135 21.673
H73 -1.652 -6.401 23.154
H74 -0.966 -6.958 21.596
H75 0.429 -4.981 21.350
H76 0.909 -5.837 22.819
H77 -0.657 -3.911 23.732
H78 -1.822 -4.428 21.170



2.
Entry from the OMol25 dataset: an isolated molecule of C21H24N2O5S in a non-equilibrium geometry (ωB97M-V with the def2-TZVPD basis set).

Output
Kohn-Sham gap   8.86 eV
Energy relative to the best compared isomer or geometry (same formula, charge and spin)   2.512 eV
SMILES   O=C(CS(=O)(=O)Cc1ccccc1)N1CCN(Cc2ccc3c(c2)OCO3)CC1
Maximum force   1.29 eV Å⁻¹
E_tot   -46218.843 eV

Positions of all 53 atoms, in Å:
O1 2.503 1.634 0.506
C1 1.284 1.702 0.461
N1 0.553 0.918 -0.349
C2 -0.877 0.924 -0.544
H1 -1.061 0.992 -1.622
C3 -1.464 -0.392 -0.028
N2 -0.849 -1.492 -0.745
C4 0.585 -1.502 -0.526
C5 1.181 -0.190 -1.038
H2 0.992 -0.092 -2.111
H3 2.253 -0.151 -0.846
H4 0.842 -1.620 0.541
H5 1.017 -2.335 -1.083
C6 -1.492 -2.779 -0.524
C7 -1.422 -3.281 0.900
C8 -2.405 -2.934 1.815
C9 -2.346 -3.324 3.151
C10 -1.263 -4.073 3.536
C11 -0.270 -4.433 2.623
C12 -0.326 -4.050 1.306
H6 0.444 -4.345 0.613
O2 0.683 -5.182 3.260
C13 0.259 -5.287 4.602
O3 -0.956 -4.589 4.767
H7 0.111 -6.349 4.860
H8 1.025 -4.857 5.267
H9 -3.116 -3.054 3.854
H10 -3.251 -2.352 1.484
H11 -1.012 -3.497 -1.194
H12 -2.537 -2.671 -0.828
H13 -1.300 -0.464 1.062
H14 -2.538 -0.407 -0.220
H15 -1.345 1.784 -0.074
C14 0.560 2.703 1.329
H16 -0.351 2.320 1.779
H17 1.243 3.055 2.098
S1 0.074 4.216 0.409
O4 0.085 5.297 1.356
O5 -1.176 3.950 -0.253
C15 1.398 4.541 -0.817
C16 1.201 3.751 -2.060
C17 0.085 3.982 -2.859
C18 -0.122 3.234 -4.003
C19 0.791 2.260 -4.374
C20 1.912 2.037 -3.593
C21 2.115 2.774 -2.439
H18 2.985 2.588 -1.827
H19 2.634 1.288 -3.883
H20 0.631 1.681 -5.271
H21 -0.996 3.415 -4.611
H22 -0.625 4.741 -2.570
H23 1.327 5.614 -0.983
H24 2.326 4.302 -0.306



3.
Entry from the OMol25 dataset: C32H70N16O31S as an isolated structure in a non-equilibrium geometry (ωB97M-V with the def2-TZVPD basis set).

Output
Kohn-Sham gap   7.34 eV
Maximum force   3.69 eV Å⁻¹
E_tot   -132426.873 eV

Positions of all 150 atoms, in Å:
C1 6.475 -0.254 0.623
C2 5.784 -0.827 -0.693
O1 4.360 -0.608 -0.681
C3 3.670 -1.748 -0.163
C4 2.155 -1.724 -0.650
O2 1.552 -2.912 -0.121
C5 0.776 -3.619 -1.083
C6 -0.806 -3.367 -0.933
O3 -1.098 -2.434 0.113
C7 -2.492 -2.443 0.458
C8 -3.157 -1.037 0.223
C9 -2.401 0.138 -0.345
C10 -3.006 1.449 -0.609
O4 -2.210 2.429 -1.169
C11 -2.451 3.734 -0.601
C12 -1.266 4.662 -1.074
N1 -0.098 4.501 -0.182
C13 1.086 5.126 -0.842
C14 1.711 6.278 0.062
C15 2.844 5.622 0.954
O5 2.276 7.259 -0.848
C16 -4.457 1.587 -0.275
N2 -5.242 2.711 -0.466
S1 -6.745 2.283 0.053
N3 -6.591 0.706 0.550
C17 -5.258 0.441 0.300
C18 -4.571 -0.887 0.543
C19 -5.441 -2.070 1.106
H1 7.186 -1.008 1.052
H2 5.696 0.078 1.359
H3 7.074 0.650 0.331
H4 6.187 -0.241 -1.562
H5 6.066 -1.912 -0.856
H6 3.616 -1.686 0.965
H7 4.139 -2.733 -0.426
H8 2.147 -1.652 -1.769
H9 1.648 -0.826 -0.184
H10 0.936 -4.717 -0.876
H11 1.080 -3.454 -2.149
H12 -1.115 -2.877 -1.909
H13 -1.293 -4.368 -0.799
H14 -3.003 -3.235 -0.159
H15 -2.563 -2.763 1.536
H16 -1.324 -0.043 -0.598
H17 -2.622 3.741 0.506
H18 -3.389 4.146 -1.084
H19 -0.974 4.285 -2.098
H20 -1.613 5.727 -1.193
H21 -0.354 4.978 0.686
H22 1.834 4.337 -1.132
H23 0.736 5.612 -1.805
H24 0.884 6.785 0.643
H25 2.759 4.504 0.959
H26 2.750 6.065 1.987
H27 3.829 5.894 0.488
H28 2.486 6.832 -1.696
H29 -6.265 -2.215 0.343
H30 -5.895 -1.830 2.096
H31 -4.873 -3.041 1.104
C20 -4.741 -2.116 5.736
N4 -4.741 -2.794 4.413
O6 -3.959 -2.386 3.574
O7 -5.525 -3.713 4.263
H32 -4.001 -1.328 5.723
H33 -5.737 -1.708 5.895
H34 -4.496 -2.862 6.487
C21 9.145 -4.666 -0.486
N5 8.276 -3.626 0.123
O8 7.073 -3.747 -0.014
O9 8.836 -2.724 0.719
H35 8.516 -5.402 -0.980
H36 9.796 -4.172 -1.203
H37 9.717 -5.122 0.318
C22 -2.744 7.416 0.976
N6 -1.986 6.878 2.138
O10 -2.577 6.771 3.190
O11 -0.814 6.579 1.950
H38 -3.760 7.634 1.293
H39 -2.239 8.321 0.646
H40 -2.738 6.656 0.200
C23 4.525 -2.494 -4.339
N7 5.940 -2.940 -4.444
O12 6.759 -2.359 -3.761
O13 6.174 -3.859 -5.209
H41 4.467 -1.676 -3.625
H42 4.209 -2.168 -5.327
H43 3.938 -3.345 -3.998
C24 -6.650 5.212 -3.249
N8 -6.510 6.507 -2.529
O14 -7.105 7.466 -2.978
O15 -5.804 6.510 -1.536
H44 -7.301 5.356 -4.106
H45 -5.657 4.905 -3.566
H46 -7.081 4.495 -2.553
C25 3.853 -6.782 -6.539
N9 2.861 -5.805 -6.017
O16 2.695 -4.781 -6.651
O17 2.287 -6.102 -4.986
H47 4.283 -6.386 -7.455
H48 4.618 -6.911 -5.777
H49 3.325 -7.714 -6.731
C26 -0.452 -2.565 6.649
N10 -1.283 -1.485 7.245
O18 -2.494 -1.564 7.109
O19 -0.694 -0.598 7.827
H50 -1.107 -3.284 6.164
H51 0.217 -2.104 5.926
H52 0.104 -3.033 7.458
C27 0.997 5.528 4.919
N11 2.379 4.978 4.855
O20 3.226 5.508 5.550
O21 2.559 4.037 4.109
H53 0.984 6.359 5.619
H54 0.729 5.862 3.918
H55 0.341 4.728 5.255
C28 -5.020 -0.580 -2.766
N12 -5.126 -1.226 -4.101
O22 -4.836 -2.404 -4.182
O23 -5.501 -0.525 -5.025
H56 -4.677 -1.320 -2.050
H57 -4.302 0.233 -2.852
H58 -6.007 -0.212 -2.496
C29 2.770 -1.087 9.906
N13 2.781 -1.770 8.586
O24 3.560 -1.362 7.750
O25 2.001 -2.694 8.438
H59 3.509 -0.291 9.894
H60 1.771 -0.685 10.059
H61 3.016 -1.831 10.662
C30 -5.523 0.457 -8.121
N14 -5.055 1.464 -9.112
O26 -4.308 1.081 -9.992
O27 -5.457 2.603 -8.968
H62 -5.088 -0.507 -8.371
H63 -5.193 0.785 -7.139
H64 -6.608 0.418 -8.181
C31 -8.735 -2.547 -3.639
N15 -8.611 -1.256 -2.908
O28 -9.209 -0.299 -3.357
O29 -7.916 -1.255 -1.908
H65 -9.378 -2.399 -4.501
H66 -7.735 -2.845 -3.949
H67 -9.167 -3.271 -2.952
C32 11.736 -4.000 3.591
N16 11.771 -4.675 2.267
O30 12.532 -4.232 1.432
O31 11.029 -5.630 2.116
H68 12.442 -3.174 3.581
H69 10.721 -3.639 3.747
H70 12.013 -4.736 4.343



4.
Entry from the OMol25 dataset: C21H36HfP2Te as an isolated structure in a non-equilibrium geometry (ωB97M-V with the def2-TZVPD basis set).

Output
Kohn-Sham gap (alpha / beta)   4.46 / 4.44 eV
Maximum force   3.58 eV Å⁻¹
Charge   +2
E_tot   -49515.029 eV

Positions of all 61 atoms, in Å:
P1 0.991 -3.072 -0.302
P2 -0.288 2.832 1.448
C1 1.149 1.568 -0.656
C2 0.489 2.909 -0.270
H1 1.056 1.494 -1.760
H2 2.199 1.539 -0.317
H3 1.230 3.748 -0.242
H4 -0.335 3.232 -0.953
C3 -1.994 3.261 0.930
H5 -2.445 3.872 1.707
H6 -2.580 2.345 0.881
H7 -2.135 3.760 -0.038
C4 0.232 4.413 2.180
H8 0.738 5.138 1.524
H9 0.947 4.219 2.984
H10 -0.593 4.912 2.663
C5 0.216 -4.702 -0.771
H11 0.409 -5.324 0.118
H12 0.620 -5.147 -1.701
H13 -0.870 -4.585 -0.905
C6 2.745 -3.464 -0.720
H14 3.354 -2.701 -0.223
H15 2.987 -3.417 -1.797
H16 3.022 -4.444 -0.310
Hf1 -0.013 -0.288 -0.812
C7 0.161 0.939 -3.550
C8 -1.117 1.082 -3.071
C9 -2.259 0.175 -3.480
C10 -1.801 -1.300 -3.518
C11 -0.978 -1.621 -2.289
C12 0.455 -1.934 -2.347
C13 1.293 -1.412 -3.529
C14 0.801 -0.160 -4.334
C15 -1.674 -0.426 0.539
H17 0.838 1.797 -3.464
H18 -1.473 2.047 -2.652
H19 -2.697 0.437 -4.461
H20 -3.068 0.254 -2.731
H21 -2.691 -1.974 -3.448
H22 -1.159 -1.549 -4.376
H23 -1.541 -2.240 -1.597
H24 0.591 -3.039 -2.283
H25 1.256 -2.260 -4.220
H26 2.356 -1.272 -3.231
H27 1.740 0.249 -4.756
H28 0.254 -0.476 -5.234
H29 -1.386 -0.094 1.549
H30 -2.123 -1.425 0.617
H31 -2.471 0.272 0.248
Te1 1.217 -0.524 1.817
C16 0.698 -0.145 3.983
C17 -0.231 0.841 4.332
C18 -0.546 1.105 5.673
C19 0.121 0.428 6.701
C20 1.126 -0.487 6.361
C21 1.412 -0.776 5.008
H32 -0.653 1.440 3.537
H33 -1.314 1.837 5.908
H34 -0.142 0.604 7.767
H35 1.670 -1.035 7.142
H36 2.206 -1.458 4.732



5.
Entry from the OMol25 dataset: an isolated molecule of C4H8O2 (ωB97M-V with the def2-TZVPD basis set).

Output
Kohn-Sham gap (alpha / beta)   6.20 / 7.87 eV
Energy relative to the best compared isomer or geometry (same formula, charge and spin)   4.970 eV
Maximum force   0.46 eV Å⁻¹
E_tot   -8368.312 eV

Positions of all 14 atoms, in Å:
C1 -1.996 0.136 -0.162
C2 -0.603 0.278 0.302
O1 1.524 -0.730 1.273
C3 1.776 0.242 0.352
C4 0.569 0.116 -0.588
O2 0.389 -1.284 -0.828
H1 -2.063 -0.143 -1.214
H2 -2.528 -0.606 0.448
H3 -2.530 1.086 0.015
H4 -0.424 0.463 1.360
H5 2.725 0.104 -0.208
H6 1.793 1.281 0.757
H7 0.532 0.666 -1.534
H8 0.837 -1.609 0.027



6.
Entry from the OMol25 dataset: an isolated molecule of C3H4N2O in a non-equilibrium geometry (ωB97M-V with the def2-TZVPD basis set).

Output
Kohn-Sham gap   9.26 eV
Energy relative to the best compared isomer or geometry (same formula, charge and spin)   2.678 eV
SMILES   Oc1ccn[nH]1
Maximum force   1.41 eV Å⁻¹
E_tot   -8201.207 eV

Positions of all 10 atoms, in Å:
O1 -1.889 0.014 0.756
C1 -0.739 0.037 0.045
C2 0.346 0.857 0.096
C3 1.441 -0.058 -0.044
N1 1.076 -1.231 -0.482
N2 -0.319 -1.184 -0.537
H1 -2.148 0.859 1.152
H2 0.387 1.929 0.149
H3 2.429 0.103 0.383
H4 -0.586 -1.325 -1.517



- Number 4 is which compound?
  C21H36HfP2Te



- Which of these has the lowest maximum force?
  C4H8O2